Record 1
Molecular formula: C11H9BrF3N3
Method: DFT, ωB97M-V/def2-TZVPD

Values from the calculation:
max |F| = 2.1 eV Å⁻¹
SMILES = FC(F)(F)c1cc(Br)c2nnn(CC3CC3)c2c1
energy above the lowest of the compared OMol25 structures with the same formula, charge and spin = 0.0 kcal/mol

```
! RIJCOSX wB97M-V def2-TZVPD def2/J DEFGRID3
* xyz 0 1
F -0.86 2.75 -4.06
C -1.25 1.83 -3.14
F -1.52 0.64 -3.76
F -2.43 2.29 -2.57
C -0.22 1.62 -2.03
C 1.07 2.23 -2.06
C 1.96 2.08 -1.02
Br 3.72 2.81 -1.10
C 1.54 1.43 0.14
N 2.18 1.17 1.30
N 1.40 0.54 2.12
N 0.25 0.31 1.47
C -0.81 -0.60 1.98
C -0.69 -1.94 1.21
C 0.52 -2.81 1.51
C -0.89 -3.30 1.90
C 0.27 0.88 0.21
C -0.58 0.92 -0.86
H 1.43 2.77 -2.96
H -0.60 -0.76 3.06
H -1.77 -0.11 1.90
H -1.03 -1.88 0.16
H 1.21 -2.53 2.33
H 1.04 -3.27 0.67
H -1.30 -4.16 1.37
H -1.08 -3.32 2.97
H -1.56 0.42 -0.75
*
```

Record 2
Molecular formula: C24H32N6O
Method: DFT, ωB97M-V/def2-TZVPD

Values from the calculation:
max |F| = 0.8 eV Å⁻¹
SMILES = CCCCC(=O)Nc1ccc2c(c1)nc(CCN1CCN(c3ccccn3)CC1)n2C
energy above the lowest of the compared OMol25 structures with the same formula, charge and spin = 0.0 kcal/mol

```
! RIJCOSX wB97M-V def2-TZVPD def2/J DEFGRID3
* xyz 0 1
C 1.38 1.57 10.44
C 0.52 0.81 9.44
C 1.17 0.78 8.06
C 0.31 0.02 7.04
C 0.97 -0.01 5.67
O 2.06 0.48 5.44
N 0.20 -0.65 4.75
C 0.44 -0.90 3.39
C 1.63 -0.49 2.76
C 1.85 -0.74 1.42
C 0.86 -1.40 0.71
C -0.34 -1.81 1.33
C -0.56 -1.56 2.68
N -1.14 -2.43 0.41
C -0.47 -2.41 -0.71
C -1.00 -2.96 -1.99
C -1.77 -1.89 -2.77
N -0.86 -0.93 -3.38
C -1.28 0.46 -3.22
C -0.17 1.38 -3.76
N 0.09 1.10 -5.15
C -0.55 1.73 -6.18
C -1.12 3.01 -6.05
C -1.68 3.60 -7.16
C -1.67 2.93 -8.38
C -1.08 1.68 -8.41
N -0.55 1.10 -7.35
C 0.49 -0.28 -5.32
C -0.59 -1.22 -4.78
N 0.75 -1.79 -0.60
C 1.72 -1.59 -1.64
H 1.53 2.59 10.12
H 0.91 1.58 11.42
H 2.36 1.10 10.54
H -0.46 1.28 9.37
H 0.37 -0.22 9.79
H 2.15 0.30 8.12
H 1.32 1.80 7.70
H -0.67 0.50 6.95
H 0.16 -1.01 7.38
H -0.69 -1.01 5.08
H 2.37 0.01 3.35
H 2.77 -0.43 0.96
H -1.47 -1.87 3.15
H -0.19 -3.36 -2.60
H -1.69 -3.77 -1.73
H -2.39 -2.37 -3.54
H -2.44 -1.37 -2.08
H -2.21 0.67 -3.77
H -1.44 0.65 -2.16
H 0.75 1.19 -3.20
H -0.46 2.42 -3.61
H -1.12 3.54 -5.11
H -2.12 4.59 -7.09
H -2.10 3.37 -9.27
H -1.04 1.10 -9.32
H 1.42 -0.44 -4.78
H 0.64 -0.46 -6.38
H -1.50 -1.10 -5.40
H -0.25 -2.26 -4.86
H 2.36 -0.76 -1.37
H 2.34 -2.48 -1.76
H 1.20 -1.37 -2.57
*
```

Record 3
Molecular formula: C3H5NS2
Method: DFT, ωB97M-V/def2-TZVPD

Values from the calculation:
max |F| = 1.8 eV Å⁻¹
SMILES = N/C=C/C(=S)S
energy above the lowest of the compared OMol25 structures with the same formula, charge and spin = 16.0 kcal/mol

```
! RIJCOSX wB97M-V def2-TZVPD def2/J DEFGRID3
* xyz 0 1
N 3.17 -0.39 -0.01
C 1.92 0.11 0.00
C 0.75 -0.63 0.00
C -0.52 0.03 -0.02
S -0.82 1.65 0.00
S -1.82 -1.17 0.00
H 3.99 0.23 0.04
H 3.34 -1.40 0.06
H 1.87 1.22 0.04
H 0.83 -1.73 -0.05
H -2.83 -0.32 0.03
*
```

Record 4
Molecular formula: C2H3NOS2
Method: DFT, ωB97M-V/def2-TZVPD

Values from the calculation:
max |F| = 5.0 eV Å⁻¹
energy above the lowest of the compared OMol25 structures with the same formula, charge and spin = 102.4 kcal/mol

```
! RIJCOSX wB97M-V def2-TZVPD def2/J DEFGRID3
* xyz 0 1
C 1.01 0.61 -0.05
C 0.20 -0.70 -0.11
N 2.26 0.52 -0.06
O 0.91 -1.73 -0.67
S 3.55 1.38 0.01
S 2.27 -2.12 0.19
H 0.55 1.44 0.28
H -0.18 -0.73 0.98
H -0.80 -0.43 -0.75
*
```

Record 5
Molecular formula: C5H33NO11
Method: DFT, ωB97M-V/def2-TZVPD

Values from the calculation:
max |F| = 5.3 eV Å⁻¹
SMILES = CC(C)[C@H](N)CO.O.O.O.O.O.O.O.O.O.O
energy above the lowest of the compared OMol25 structures with the same formula, charge and spin = 100.1 kcal/mol

```
! RIJCOSX wB97M-V def2-TZVPD def2/J DEFGRID3
* xyz 0 1
C -3.67 1.80 0.37
C -2.43 1.44 -0.51
C -2.05 2.43 -1.55
C -1.25 1.09 0.48
N -1.31 -0.31 0.88
C -0.94 2.00 1.63
O 0.43 1.91 2.20
H -3.66 0.99 1.12
H -4.52 2.03 -0.19
H -3.45 2.62 0.99
H -2.65 0.51 -0.96
H -1.39 1.80 -2.29
H -1.60 3.41 -1.46
H -2.91 2.64 -2.26
H -0.43 1.13 -0.27
H -1.44 -0.58 1.80
H -1.73 -1.01 0.19
H -0.99 3.02 1.15
H -1.63 1.92 2.62
H 1.02 1.46 1.51
O -0.49 0.31 4.22
H -0.10 0.92 3.56
H 0.22 0.30 4.79
O 0.58 2.20 -1.88
H 0.32 3.08 -1.84
H 0.80 1.76 -0.97
O 3.39 1.38 -1.98
H 2.60 1.82 -2.29
H 3.18 0.48 -2.11
O 1.88 1.06 0.08
H 1.63 0.15 0.32
H 2.68 1.07 -0.43
O 1.33 -1.46 0.64
H 1.16 -2.12 1.48
H 0.39 -1.54 0.44
O 0.52 -3.54 -1.28
H 0.60 -3.41 -2.18
H 0.71 -2.74 -0.90
O -2.26 -2.79 -0.74
H -2.14 -2.80 -1.74
H -1.82 -3.61 -0.62
O 1.34 -2.24 -3.45
H 1.17 -1.33 -3.11
H 2.26 -2.50 -3.11
O 3.18 -1.43 -1.39
H 3.79 -2.14 -1.08
H 2.48 -1.52 -0.64
O -0.20 -1.99 2.73
H -0.06 -1.21 3.32
H -0.85 -2.46 3.22
*
```

Record 6
Molecular formula: C42H65IN4O4S
Method: DFT, ωB97M-V/def2-TZVPD

Values from the calculation:
max |F| = 6.5 eV Å⁻¹
energy above the lowest of the compared OMol25 structures with the same formula, charge and spin = 258.6 kcal/mol
<S²> = 2.009

```
! RIJCOSX wB97M-V def2-TZVPD def2/J DEFGRID3
* xyz 0 3
C -2.70 5.72 -6.09
C -1.41 5.27 -6.97
C -0.16 5.19 -5.92
O -0.52 4.14 -4.98
C 0.45 3.99 -3.95
C 0.81 5.13 -2.96
O 0.22 6.44 -3.00
C 1.88 4.77 -1.82
S 2.28 6.11 -0.63
C 2.56 3.36 -1.67
N 3.48 3.16 -0.58
C 4.01 1.82 -0.53
C 5.01 1.50 0.70
C 4.65 2.28 2.05
C 3.10 2.21 2.48
C 2.72 3.69 3.06
C 2.76 1.14 3.63
C 3.64 0.76 -1.58
C 4.33 -0.70 -1.41
C 3.30 -1.67 -0.62
C 3.06 -1.60 0.93
C 2.03 -2.53 1.68
C 1.19 -3.58 0.91
C 1.43 -3.68 -0.64
C 2.46 -2.76 -1.39
C 2.60 -3.02 -2.98
N 2.73 0.90 -2.69
C 2.21 2.22 -2.66
C 1.13 2.59 -3.80
I 0.55 1.02 -5.18
H -3.07 6.74 -6.47
H -3.57 4.98 -6.25
H -2.48 5.80 -4.97
H -1.65 4.21 -7.36
H -1.20 6.00 -7.83
H 0.80 4.95 -6.49
H -0.08 6.23 -5.46
H -0.48 6.47 -2.32
H 2.70 5.46 0.54
H 6.05 1.88 0.36
H 5.13 0.38 0.90
H 4.99 3.38 2.07
H 5.25 1.76 2.89
H 2.37 2.03 1.62
H 3.16 4.50 2.36
H 3.19 3.79 4.10
H 1.59 3.81 3.11
H 3.50 0.27 3.73
H 2.59 1.73 4.60
H 1.74 0.67 3.37
H 5.34 -0.66 -0.89
H 4.52 -1.17 -2.45
H 3.62 -0.86 1.60
H 1.86 -2.47 2.82
H 0.43 -4.25 1.46
H 0.81 -4.44 -1.24
H 3.70 -2.93 -3.31
H 2.33 -4.14 -3.13
H 1.88 -2.40 -3.61
C -4.25 -2.94 -3.47
C -5.32 -2.19 -4.31
C -5.15 -2.54 -5.80
C -3.97 -1.84 -6.45
C -4.06 -0.34 -6.24
C -4.19 0.06 -4.76
N -5.25 -0.72 -4.03
O -6.45 -0.19 -4.38
C -2.82 -0.13 -4.06
C -4.43 1.59 -4.69
C -6.65 -2.83 -3.82
H -4.26 -4.01 -3.70
H -3.23 -2.61 -3.64
H -4.45 -2.83 -2.40
H -6.06 -2.25 -6.35
H -5.05 -3.62 -5.93
H -3.03 -2.24 -6.06
H -3.96 -2.06 -7.53
H -3.17 0.14 -6.68
H -4.91 0.04 -6.81
H -2.92 -0.10 -2.97
H -2.12 0.68 -4.33
H -2.31 -1.05 -4.34
H -5.31 1.91 -5.24
H -3.58 2.14 -5.12
H -4.53 1.93 -3.65
H -6.85 -2.59 -2.77
H -6.60 -3.93 -3.89
H -7.51 -2.52 -4.42
C -1.52 -2.80 7.02
C -0.13 -3.21 6.50
C 0.53 -4.21 7.48
C 1.05 -3.55 8.75
C 2.00 -2.41 8.41
C 1.38 -1.37 7.45
N 0.71 -2.00 6.26
O 1.69 -2.35 5.38
C 0.36 -0.50 8.23
C 2.49 -0.36 7.05
C -0.46 -3.99 5.20
H -2.13 -3.68 7.25
H -1.51 -2.21 7.93
H -2.07 -2.22 6.26
H 1.37 -4.72 6.99
H -0.18 -4.99 7.76
H 0.22 -3.19 9.37
H 1.58 -4.29 9.36
H 2.33 -1.92 9.33
H 2.90 -2.84 7.95
H -0.27 0.07 7.56
H 0.88 0.22 8.88
H -0.27 -1.08 8.91
H 3.35 -0.84 6.58
H 2.88 0.16 7.93
H 2.10 0.40 6.36
H -0.88 -3.33 4.43
H -1.19 -4.78 5.39
H 0.42 -4.49 4.77
*
```